{
  "formula": "C38H33FeNOP",
  "method": "ωB97M-V/def2-TZVPD",
  "species": ["Fe", "P", "O", "N", "C", "C", "C", "C", "C", "C", "C", "C", "C", "C", "C", "C", "C", "C", "C", "C", "C", "C", "C", "C", "C", "C", "C", "C", "C", "C", "C", "C", "C", "C", "C", "C", "C", "C", "C", "C", "C", "C", "H", "H", "H", "H", "H", "H", "H", "H", "H", "H", "H", "H", "H", "H", "H", "H", "H", "H", "H", "H", "H", "H", "H", "H", "H", "H", "H", "H", "H", "H", "H", "H", "H"],
  "coordinates": [[-6.9403, -1.3519, 3.6060], [-1.5863, 0.8768, 0.3602], [1.0558, -1.0385, 6.4550], [-5.1656, 2.2951, -0.0990], [-7.9648, -1.4924, 1.9018], [-4.2255, 1.7594, 0.3778], [-1.2197, 1.7475, -1.1650], [-1.3424, -0.8698, -0.0385], [-0.4672, -1.3761, -1.0137], [-2.1511, -1.7403, 0.6913], [-0.1857, -1.1550, 5.9118], [-5.0618, -0.7534, 4.0430], [-5.9214, 0.3018, 3.4762], [-0.5187, 2.8208, -3.6430], [-7.0595, 0.4736, 4.3487], [-2.4620, -0.4097, 5.6009], [-2.0414, 1.5223, -2.2834], [1.7001, 0.9647, 2.8098], [-0.3669, 1.3281, 1.6087], [-6.9435, -3.2504, 3.0829], [0.2594, 3.1018, -2.5177], [-0.3256, -2.0395, 4.8178], [-0.6032, 2.4851, 2.3685], [-3.1899, 1.1016, 1.0433], [-0.0904, 2.5776, -1.2734], [1.1994, -0.1101, 7.5598], [-5.7892, -1.3017, 5.1942], [-1.2990, -0.3917, 6.3395], [1.4940, 2.1499, 3.5207], [-6.9700, -0.5134, 5.4143], [-0.3744, -2.7614, -1.1873], [-1.1451, -3.6281, -0.4044], [0.3309, 2.8971, 3.3158], [-1.4801, -2.0327, 4.0826], [-6.8264, -2.3949, 1.9140], [-2.0469, -3.1181, 0.5365], [-2.5949, -1.2037, 4.4167], [-3.7592, -1.2102, 3.6120], [-8.7857, -1.7865, 3.0648], [-1.6719, 2.0410, -3.5225], [0.7706, 0.5450, 1.8583], [-8.1565, -2.8785, 3.7931], [-3.7754, -1.8704, 2.7433], [-6.0951, -2.5033, 1.1158], [2.2416, 2.4908, 4.2390], [-5.3921, -2.1075, 5.8043], [-2.6650, -3.7811, 1.1442], [-1.5210, 3.0506, 2.2074], [0.5256, -2.6672, 4.5619], [0.5402, -0.4037, 8.3913], [-3.3012, 0.1927, 5.9383], [-2.2906, 1.8346, -4.3931], [2.5918, 0.3619, 2.9917], [0.9276, -0.3823, 1.3050], [-7.8124, 1.2523, 4.2614], [1.1454, 3.7309, -2.5998], [-8.5524, -3.3774, 4.6725], [2.2456, -0.1916, 7.8518], [-1.0518, -4.7076, -0.5217], [0.5125, 2.7981, -0.3884], [0.1512, 3.8070, 3.8885], [-9.7411, -1.3241, 3.3027], [-1.5678, -2.6972, 3.2259], [-6.2929, -4.0851, 3.3197], [-1.2117, 0.2266, 7.2341], [0.1297, -0.6971, -1.6248], [-2.9546, 0.9333, -2.1721], [-0.2334, 3.2247, -4.6125], [0.9701, 0.9202, 7.2428], [-3.3745, 0.7732, 2.0677], [-8.2073, -0.7964, 1.0999], [0.3097, -3.1657, -1.9348], [-2.8573, -1.2966, 1.3823], [-7.6374, -0.6043, 6.2692], [-5.6549, 0.8898, 2.6019]],
  "atomic_forces_ev_per_a": [[0.29, -0.16, -0.17], [-2.20, 0.02, 1.19], [0.62, 0.54, 1.16], [1.98, -0.99, 0.68], [-2.60, -0.09, 0.12], [-1.91, 0.99, -0.87], [0.03, 0.54, -0.39], [0.31, -0.52, -0.42], [-0.13, -0.19, 0.36], [0.22, -0.03, -0.10], [-1.12, 0.19, -0.37], [0.25, 0.45, 1.49], [0.55, 1.35, 0.64], [-0.03, -0.06, 0.26], [0.85, 1.05, 0.63], [-0.39, -0.23, -0.36], [0.31, -0.03, 0.12], [0.00, 0.06, -0.01], [0.45, -0.12, 0.38], [-0.18, -0.54, -0.65], [-0.13, -0.01, 0.01], [0.56, 0.71, 0.66], [0.17, -0.12, -0.12], [1.41, 0.41, -0.78], [-0.24, -0.31, -0.09], [-0.21, -0.74, -0.82], [1.73, 1.12, 0.55], [1.00, -0.36, -0.26], [-0.12, -0.11, -0.13], [0.28, 0.93, 0.95], [-0.02, 0.15, 0.06], [-0.13, 0.17, 0.17], [0.10, -0.11, -0.11], [-0.48, 0.02, -0.07], [0.10, -2.32, -0.55], [0.28, 0.04, -0.33], [0.23, -0.11, 0.33], [-0.62, -0.34, 0.18], [-0.54, 0.78, -2.39], [0.01, 0.09, 0.18], [-0.08, 0.35, -0.01], [-0.33, -2.17, -0.41], [0.24, 0.18, 0.04], [-0.25, -0.05, 0.10], [-0.24, -0.15, -0.14], [-0.16, 0.15, 0.06], [0.16, 0.16, -0.20], [0.19, -0.17, 0.03], [-0.14, 0.09, -0.05], [0.24, 0.14, -0.16], [-0.02, -0.14, -0.20], [0.11, 0.09, 0.16], [-0.28, 0.18, 0.00], [-0.04, 0.24, 0.17], [0.11, -0.20, -0.02], [-0.22, -0.14, -0.03], [-0.10, -0.07, -0.30], [-0.11, 0.06, 0.06], [0.00, 0.26, -0.07], [-0.16, -0.13, -0.32], [0.05, -0.25, -0.12], [0.22, -0.16, -0.08], [0.00, 0.08, 0.14], [-0.06, 0.16, 0.05], [-0.18, -0.10, -0.35], [-0.10, -0.19, 0.14], [0.29, 0.12, -0.08], [-0.06, -0.09, 0.18], [0.03, -0.31, 0.08], [0.24, -0.01, -0.19], [0.07, -0.19, 0.27], [-0.19, 0.09, 0.19], [0.08, -0.17, -0.12], [0.12, 0.10, -0.19], [-0.14, 0.08, 0.27]],
  "mulliken_charge": [-0.791, 2.530, -0.455, -0.816, -0.804, -0.284, -0.107, -0.356, -0.202, -0.293, 0.915, 1.474, -0.205, -0.426, -0.895, -0.945, -0.247, -0.616, 0.076, -0.674, -0.652, -0.743, -0.410, -0.354, -0.255, -0.859, -0.921, -0.350, -0.435, -0.919, -0.664, -0.678, -0.726, -0.427, -0.384, -0.172, 1.174, -1.106, -0.569, -0.722, -0.141, -0.433, 0.754, 0.590, 0.407, 0.512, 0.481, 0.413, 0.392, 0.337, 0.406, 0.388, 0.364, 0.352, 0.467, 0.387, 0.444, 0.241, 0.369, 0.366, 0.389, 0.428, 0.218, 0.448, 0.334, 0.420, 0.406, 0.361, 0.323, 0.374, 0.434, 0.388, -0.104, 0.440, 0.340],
  "total_energy_ha": -3202.52288,
  "multiplicity": 5,
  "e_homo_ev": [-0.2, -1.9],
  "total_charge": -1,
  "fmax_ev_per_a": 2.605
}